No. 1
C41H41NOP | ωB97M-V/def2-TZVPD

Computed properties:
- HOMO level (eV) = -9.86
- net charge = +1
- calculated total energy (eV) = -56003.394

Each line ends with the Löwdin charge.
Element x y z (Å)
C 1.251 0.460 5.348  -0.03
C 1.001 0.384 3.867  -0.56
C -0.315 0.012 3.540  -0.20
P -0.840 -0.192 1.892  1.06
C -0.624 1.317 0.917  -0.28
C 0.633 1.602 0.359  -0.09
C 0.822 2.777 -0.371  -0.08
C -0.192 3.736 -0.419  -0.08
C -1.423 3.482 0.185  -0.07
C -1.656 2.262 0.821  -0.06
C 0.023 -1.515 1.018  -0.31
C 0.271 -1.474 -0.365  -0.09
C 0.950 -2.531 -0.984  -0.07
C 1.359 -3.635 -0.234  -0.08
C 1.062 -3.705 1.129  -0.07
C 0.383 -2.654 1.754  -0.06
C -2.594 -0.633 1.813  -0.29
C -3.070 -1.393 0.730  -0.06
C -4.439 -1.643 0.586  -0.06
C -5.337 -1.159 1.541  -0.07
C -4.867 -0.453 2.650  -0.07
C -3.497 -0.200 2.800  -0.08
O 1.892 0.618 3.016  -0.04
H 0.323 0.405 5.927  0.08
H 1.895 -0.368 5.663  0.07
H 1.764 1.390 5.607  0.07
H -1.039 -0.095 4.345  0.06
H 1.452 0.897 0.503  0.10
H 1.772 2.953 -0.879  0.10
H -0.013 4.689 -0.919  0.11
H -2.205 4.247 0.161  0.11
H -2.638 2.026 1.242  0.11
H -0.066 -0.616 -0.954  0.11
H 1.159 -2.491 -2.055  0.11
H 1.908 -4.444 -0.714  0.11
H 1.362 -4.581 1.707  0.11
H 0.128 -2.702 2.816  0.11
H -2.358 -1.779 -0.004  0.10
H -4.801 -2.209 -0.273  0.11
H -6.405 -1.336 1.416  0.11
H -5.574 -0.086 3.396  0.11
H -3.124 0.340 3.674  0.10
C 7.242 1.031 0.897  -0.02
C 5.856 1.009 0.256  -0.54
C 5.981 1.401 -1.221  -0.05
C 5.217 -0.375 0.336  -0.02
C 5.001 1.994 1.023  -0.09
N 4.600 3.139 0.447  0.19
C 3.809 3.885 1.314  -0.20
C 3.737 3.191 2.533  -0.11
C 2.909 3.695 3.534  -0.01
C 2.229 4.898 3.297  -0.05
C 2.322 5.565 2.062  -0.07
C 3.127 5.059 1.038  -0.02
C 4.541 1.967 2.375  -0.08
C 4.735 0.986 3.345  0.09
C 4.777 1.223 4.751  -0.20
C 5.156 2.470 5.333  -0.01
C 5.099 2.657 6.709  -0.02
C 4.597 1.659 7.558  -0.24
C 4.346 1.948 9.006  -0.04
C 4.330 0.392 7.013  -0.03
C 4.452 0.167 5.650  -0.02
H 7.197 0.814 1.972  0.09
H 7.876 0.282 0.409  0.10
H 7.706 2.019 0.766  0.10
H 5.006 1.432 -1.724  0.10
H 6.499 2.358 -1.362  0.09
H 6.584 0.628 -1.715  0.10
H 4.185 -0.347 -0.050  0.10
H 5.806 -1.062 -0.286  0.10
H 5.202 -0.762 1.359  0.07
H 4.821 3.443 -0.496  0.17
H 2.783 3.143 4.463  0.10
H 1.591 5.315 4.075  0.11
H 1.776 6.488 1.886  0.11
H 3.241 5.538 0.063  0.12
H 4.818 -0.056 3.020  0.12
H 5.493 3.276 4.676  0.13
H 5.431 3.608 7.134  0.13
H 4.012 1.052 9.538  0.08
H 5.268 2.306 9.479  0.09
H 3.575 2.720 9.150  0.10
H 4.000 -0.411 7.677  0.12
H 4.224 -0.820 5.235  0.13

No. 2
C41H42As2BO10PPd | ωB97M-V/def2-TZVPD

Computed properties:
- HOMO level (eV) = -6.80
- calculated total energy (eV) = -198797.028

Each line ends with the Löwdin charge.
Element x y z (Å)
Pd 0.364 -0.535 0.433  0.74
C -2.936 0.551 -1.640  -0.06
C -2.762 2.038 -1.516  -0.27
C -3.860 2.868 -1.714  -0.05
C -3.746 4.249 -1.664  -0.08
C -2.507 4.823 -1.427  -0.08
C -1.403 4.009 -1.225  -0.09
C -1.512 2.620 -1.250  -0.30
P -0.086 1.525 -0.883  1.09
C 1.333 2.643 -0.639  -0.30
C 2.419 2.604 -1.514  -0.07
C 3.575 3.322 -1.250  -0.07
C 3.655 4.089 -0.100  -0.08
C 2.585 4.124 0.779  -0.04
C 1.418 3.406 0.538  -0.27
C 0.301 3.477 1.544  -0.05
C 0.227 0.778 -2.517  -0.33
C 0.083 1.526 -3.687  -0.09
C 0.391 0.980 -4.920  -0.08
C 0.864 -0.327 -4.985  -0.08
C 0.993 -1.077 -3.829  -0.04
C 0.664 -0.547 -2.578  -0.27
C 0.693 -1.454 -1.378  -0.18
H -3.976 0.263 -1.481  0.08
H -2.317 0.000 -0.928  0.04
H -2.640 0.204 -2.632  0.09
H -4.825 2.416 -1.916  0.11
H -4.619 4.871 -1.815  0.10
H -2.396 5.900 -1.404  0.10
H -0.434 4.463 -1.062  0.10
H 2.375 1.989 -2.403  0.11
H 4.410 3.269 -1.937  0.11
H 4.555 4.650 0.121  0.10
H 2.655 4.708 1.690  0.11
H 0.704 3.599 2.548  0.09
H -0.305 2.572 1.548  0.03
H -0.359 4.322 1.337  0.08
H -0.266 2.550 -3.623  0.11
H 0.273 1.566 -5.822  0.10
H 1.129 -0.762 -5.941  0.10
H 1.348 -2.099 -3.885  0.12
H 1.526 -2.150 -1.429  0.06
H -0.229 -2.047 -1.407  0.04
O 2.969 0.509 1.074  0.15
B 2.339 -0.340 0.151  -0.58
O 3.308 -0.887 -0.706  0.14
C 4.511 -0.362 -0.305  -0.21
C 5.764 -0.595 -0.821  0.01
C 6.825 0.066 -0.200  -0.09
C 6.616 0.908 0.887  -0.09
C 5.338 1.129 1.402  0.01
C 4.302 0.477 0.775  -0.21
H 5.913 -1.258 -1.663  0.12
H 7.830 -0.083 -0.572  0.10
H 7.463 1.401 1.346  0.10
H 5.160 1.775 2.250  0.12
C -3.131 -2.925 -3.337  -0.01
O -2.747 -2.510 -2.020  -0.07
C -2.416 -3.459 -1.149  -0.58
O -2.248 -4.625 -1.404  0.09
C -2.098 -2.893 0.214  -0.30
C -2.941 -2.128 0.908  -0.29
As -2.554 -1.307 2.661  1.30
C -2.702 0.578 2.145  -0.28
C -0.593 -1.399 2.623  -0.39
C 0.204 -2.315 2.000  -0.41
As -0.447 -3.788 0.880  1.32
C -1.381 -4.777 2.299  -0.29
C 1.649 -2.368 2.400  -0.55
O 2.084 -1.801 3.375  0.12
O 2.376 -3.152 1.600  -0.09
C 3.785 -3.207 1.865  -0.01
C 0.039 -0.236 3.350  -0.57
O 0.505 0.678 2.709  0.07
O -0.053 -0.146 4.676  -0.01
C -0.365 -1.327 5.426  -0.05
C -4.397 -2.018 0.495  -0.52
O -4.942 -2.676 -0.349  0.14
O -5.046 -1.145 1.279  -0.12
C -6.458 -1.043 1.051  -0.02
H -4.119 -2.507 -3.521  0.10
H -3.153 -4.009 -3.407  0.09
H -2.409 -2.517 -4.042  0.09
H -3.739 0.788 1.903  0.02
H -2.052 0.802 1.298  -0.01
H -2.400 1.187 2.998  0.04
H -2.047 -4.141 2.881  0.00
H -0.632 -5.219 2.957  0.02
H -1.956 -5.574 1.829  0.03
H 4.264 -3.366 0.903  0.10
H 3.994 -4.040 2.535  0.10
H 4.127 -2.277 2.314  0.10
H 0.064 -1.173 6.412  0.10
H 0.086 -2.203 4.968  0.09
H -1.446 -1.449 5.506  0.07
H -6.650 -0.689 0.039  0.10
H -6.821 -0.329 1.783  0.10
H -6.933 -2.012 1.186  0.10

Look up the HOMO level of the first one.
-9.86 eV

The highest calculated total energy belongs to which entry?
C41H41NOP

Among the records above, which one has the lowest HOMO level?
C41H41NOP